(1)
The following is a quantum chemistry calculation of a structure of composition C27H29CoN6STe at a distorted geometry, from the Open Molecules 2025 dataset.

XYZ file:
```
65
Properties=species:S:1:pos:R:3
Te 2.2482 -0.0150 -0.0116
Co -0.3200 0.2961 -0.4480
S -1.2455 -0.7228 1.6483
N 0.0450 1.2780 -2.4254
N -0.1466 2.2963 0.0252
N -2.3372 0.6401 -1.1260
N -0.4755 -1.3323 -1.6384
N 0.7244 0.3348 3.1785
N -1.2084 0.2530 4.1568
C 0.3272 -2.2745 -3.6662
C 1.0332 4.6425 0.8756
C -0.8357 -2.5573 -1.2303
C -3.4368 0.1312 -0.5585
C 3.2928 -4.3946 1.9396
C -3.6356 1.2192 -3.0364
C 2.1713 -3.0881 0.2510
C -4.7725 0.6903 -2.4453
C 1.0135 0.8916 4.5011
C 1.3258 4.1229 -0.3705
C -0.6350 -3.6843 -1.9974
C -4.6727 0.1435 -1.1764
C -0.0291 -3.5390 -3.2371
C -0.5381 -0.0210 3.0214
C 2.6078 -1.9088 0.8540
C 0.1062 3.9925 1.6798
C -0.4625 2.8233 1.2142
C 0.5351 0.1951 -3.2847
C -1.2124 1.8758 -2.8893
C 3.7279 -3.2242 2.5439
C 2.5099 -4.3243 0.7945
C -0.3253 0.6976 5.2417
C 1.0213 2.3211 -2.1175
C -2.4372 1.1868 -2.3411
C 0.0936 -1.1868 -2.8398
C 3.3856 -1.9849 2.0063
C 0.7183 2.9446 -0.7661
H 2.1703 -5.2344 0.3109
H 2.0241 4.6219 -1.0330
H 3.7355 -1.0765 2.4826
H 1.5128 5.5551 1.2139
H 0.2080 0.3427 -4.3176
H 0.7900 -2.1237 -4.6370
H -5.7205 0.7031 -2.9704
H 1.0307 3.1055 -2.8808
H 1.6236 0.2001 -3.2897
H 3.5679 -5.3577 2.3561
H 1.8267 0.3525 4.9763
H 1.2955 1.9405 4.4295
H -0.9303 -4.6542 -1.6206
H 4.3408 -3.2696 3.4366
H -0.6869 1.6202 5.6850
H 1.3822 0.3009 2.4083
H -3.6721 1.6601 -4.0264
H 0.1638 -4.4041 -3.8629
H -1.2920 -2.6196 -0.2522
H -3.3068 -0.3005 0.4275
H 2.0223 1.8917 -2.0914
H 1.5736 -3.0420 -0.6502
H -0.2522 -0.0514 6.0250
H -1.2545 2.9073 -2.5346
H -5.5357 -0.2700 -0.6712
H -1.2052 2.2786 1.7885
H -2.1395 -0.0936 4.3003
H -1.2567 1.9144 -3.9790
H -0.1764 4.3847 2.6508
```

The spin multiplicity is 2. The relative energy (zero: lowest compared OMol25 entry of this formula, charge and spin) is 0.000 eV. As for the charge: +1. The expectation value of S² is 0.777. As for the orbital gap (spin up / spin down): 6.92 / 7.21 eV. As for the HOMO energy (spin up / spin down): -9.34 / -9.39 eV.


(2)
The following is a quantum chemistry calculation of a cluster of 5 separate species, C27H29F32N4O6S in total at a distorted geometry, from the Open Molecules 2025 dataset.

XYZ file:
```
99
Properties=species:S:1:pos:R:3
S -1.2707 1.6400 -7.7368
F 4.1977 0.1016 4.3444
F 1.4319 -4.1446 -9.4537
F -0.5653 -4.4730 9.7377
F -0.8518 -2.6028 5.5499
F 0.4831 -3.9325 -12.1206
F 2.5945 3.3947 -0.8115
F 4.0038 1.1069 -1.2065
F -4.2537 1.6107 5.9985
F 0.0867 -5.0073 6.3446
F -0.3747 -5.9339 -11.8563
F 0.5245 -1.4846 4.2638
F 2.1165 -5.6472 -10.8884
F 2.0151 -0.7765 6.3447
F -1.4920 -5.8884 7.5796
F -2.1552 0.9983 5.8395
F 1.6856 1.8627 2.6581
F 0.1594 4.6451 7.7884
F -1.1268 3.3179 8.9325
F -3.5767 -0.4739 7.5345
F 2.1504 1.7678 4.7976
F 0.4569 -0.3765 -8.9195
F -2.1719 0.7498 8.6761
F -0.6881 -2.7542 -8.5265
F 0.0944 1.1695 7.4377
F 1.0855 -1.6941 -10.5501
F 1.3661 2.3658 8.7724
F -2.1125 -1.2597 -9.2022
F 1.9425 -2.9408 6.0075
F 2.3666 0.9710 0.2158
F -1.3857 -3.2711 8.1231
F 4.4138 2.0748 3.4118
F 3.3221 3.5011 1.2493
O 0.8327 -3.3556 8.4763
O -1.9688 -0.5399 -4.4282
O -2.6776 2.4017 -2.3067
O -1.4932 -2.8066 -10.6265
O 4.5049 0.9636 0.9227
O -1.3077 3.4451 6.6948
N 0.8091 3.0724 -4.7056
N -1.2443 1.8902 -4.7931
N -1.0319 3.7236 -6.1020
N -1.0363 1.3337 -3.5283
C 4.1381 0.1671 2.0391
C 3.5920 3.0056 0.0359
C -0.2709 -5.3142 7.6074
C 0.6402 2.3897 7.6372
C -0.0358 -4.7795 -11.2115
C 0.0347 -1.0500 -10.0267
C -1.4447 -0.0409 -3.4768
C -2.6013 2.1834 -5.3540
C -2.6760 3.1044 6.7912
C 0.9459 -2.0444 7.9654
C -1.5077 2.2204 -2.4254
C -0.4409 2.7915 -1.5475
C -0.4540 2.8968 -5.1496
C 1.2318 -1.8926 6.4674
C -1.3518 -4.2174 -10.6589
C 3.7585 0.8991 3.3320
C 2.2685 1.1120 3.6207
C 1.0453 -5.1970 -10.2067
C 3.6115 1.4672 0.0440
C -0.3444 -4.0449 8.4731
C -3.2801 0.7889 7.9095
C 0.0459 -1.6053 5.5380
C -2.1192 2.8380 -6.6341
C -1.1072 -0.7333 -2.1901
C -0.4649 3.4482 7.7703
C -3.0496 1.6232 6.6421
C -1.0656 -2.0367 -9.5987
H 1.2920 2.6138 6.7935
H -4.1112 1.1956 8.4904
H -0.3578 -0.3374 -10.7537
H 0.6759 -5.9932 -9.5556
H 0.4541 -6.0103 8.0320
H -1.6051 -4.6736 -9.7014
H -0.2579 -0.2602 -1.6985
H -1.9696 -0.7088 -1.5215
H -3.1274 3.5773 5.9202
H 1.8365 -1.6450 8.4491
H 0.1094 -1.4118 8.2661
H 1.0402 3.3900 -3.7809
H 1.7487 0.1544 3.7018
H 5.0511 -0.3695 2.2893
H 1.5609 2.9686 -5.3690
H -1.5372 0.5393 -7.0214
H -1.4328 4.5139 -5.5868
H 0.5524 2.4718 -1.8494
H 4.5464 3.3968 -0.3178
H -3.1471 3.5409 7.6724
H -0.4873 3.8824 -1.5529
H -0.6093 2.4646 -0.5201
H -0.4380 -0.6677 5.8178
H -2.1051 -4.5381 -11.3760
H 3.3892 -0.5806 1.7763
H -3.1152 2.8804 -4.6895
H -0.8605 -1.7658 -2.4240
H -2.8501 3.3391 -7.2571
H -3.2025 1.3087 -5.5652
```

As for the charge: +1. As for the orbital gap: 8.58 eV. As for the HOMO energy: -12.61 eV.